No. 1
11
Properties=species:S:1:pos:R:3:forces:R:3 method="wB97M-V/def2-TZVPD" energy_ev=-12624.014 total_charge=0 fmax_ev_per_a=5.51 homo_ev=-9.7
O 2.86916 -0.16512 -0.06422 0.7 -2.9 2.1
N 1.77174 0.51595 -0.30818 -1.8 1.3 -1.5
C 0.61555 0.04538 -0.19772 -2.1 -3.1 1.5
N 0.17921 -1.23598 0.51171 -1.9 -0.5 -1.9
N -1.04255 -1.48025 0.20448 3.1 0.6 0.7
N -1.55545 -0.47472 -0.67905 2.8 -0.5 1.6
N -0.66395 0.61619 -0.47941 1.2 1.6 -2.8
O -0.87533 1.36273 0.66613 -4.0 3.8 -0.3
H 2.69385 -1.05694 0.44492 0.0 2.1 -1.3
H -2.49142 -0.29792 -0.38135 -0.7 0.6 0.1
H -1.50082 2.17069 0.28270 2.5 -2.9 1.7

No. 2
21
Properties=species:S:1:pos:R:3:forces:R:3 method="wB97M-V/def2-TZVPD" energy_ev=-92397.184 total_charge=0 fmax_ev_per_a=1.74 homo_ev=-7.0
C 3.02781 -0.16258 -0.20033 0.1 0.7 0.3
C 1.73510 0.67123 -0.30967 0.0 -0.7 -0.3
C 0.49124 -0.22067 -0.27877 -0.5 -0.4 0.5
N -0.59339 0.19926 -1.23690 -0.4 0.2 0.3
C -1.66277 0.59472 -0.42448 1.6 0.3 0.6
N -2.90772 0.57628 -0.78262 -0.4 0.6 -0.1
N -1.19024 0.92573 0.80534 -1.1 -0.6 0.0
C -0.27664 -0.22291 1.07297 0.4 0.1 -0.8
Br -1.36304 -1.92175 1.25504 0.4 0.9 0.5
H 2.87256 -1.09394 0.34107 0.0 -0.1 -0.1
H 3.44672 -0.34456 -1.18790 -0.1 -0.3 0.0
H 3.78641 0.40174 0.34511 0.0 0.0 0.0
H 1.67171 1.38823 0.50678 0.0 0.2 -0.1
H 1.76562 1.18762 -1.27348 0.0 0.3 0.2
H 0.70094 -1.26225 -0.51499 0.3 0.1 -0.1
H -0.27485 1.03946 -1.71525 -0.2 -0.2 -0.5
H -3.60693 0.85373 -0.11254 -0.2 -0.2 -0.1
H -3.20616 0.21418 -1.67390 0.2 0.0 -0.1
H -1.86791 1.13349 1.53151 0.0 -0.3 0.0
H 0.30051 -0.03828 1.97270 0.2 0.0 -0.1
Cl -2.84897 -3.91876 1.88031 -0.4 -0.5 -0.1

No. 3
8
Properties=species:S:1:pos:R:3:forces:R:3 method="wB97M-V/def2-TZVPD" energy_ev=-8147.814 total_charge=+1 fmax_ev_per_a=1.19 homo_ev="-16.6 / -16.6"
O 1.30943 -1.58679 0.00226 0.8 0.5 0.0
N 0.16414 -1.22896 -0.00277 -1.2 -0.3 -0.1
C -0.39817 0.00289 0.00301 -0.2 0.0 0.0
N 0.18130 1.22710 -0.00185 -1.1 0.2 0.1
O 1.33062 1.57176 -0.00031 0.8 -0.5 0.0
H -0.56544 -1.98538 -0.02613 0.4 0.3 0.1
H -1.48207 0.01223 0.02745 0.2 0.0 -0.1
H -0.53981 1.98716 -0.00165 0.3 -0.2 0.0

No. 4
18
Properties=species:S:1:pos:R:3:forces:R:3 method="wB97M-V/def2-TZVPD" smiles=Cc1c[n+]([O-])on1.CC#[N+][O-] energy_ev=-15903.683 total_charge=0 fmax_ev_per_a=5.79 homo_ev=-9.3
C -1.67369 -2.27956 0.01463 -1.3 -0.6 -0.4
C -1.52709 -0.79848 -0.01708 0.2 0.7 -1.8
C -1.05950 0.02140 1.03945 0.2 -0.2 0.7
N -0.95713 1.25916 0.52573 -0.6 -3.1 0.1
O -0.60638 2.30254 0.96100 0.6 2.2 0.7
O -1.34115 1.18077 -0.84076 0.1 0.8 0.6
N -1.68636 -0.08184 -1.13711 0.1 -1.7 1.6
H -2.14670 -2.54743 0.98966 0.5 -0.2 -0.8
H -2.30084 -2.69173 -0.83596 0.5 0.8 1.1
H -0.71233 -2.77154 -0.13014 0.1 0.1 0.5
H -0.77256 -0.30065 2.10268 -0.5 1.1 -2.0
C 2.07061 1.77672 -0.66719 -0.5 4.6 -3.5
C 2.02811 0.52142 -0.12504 1.2 -4.7 1.8
N 2.32096 -0.57474 0.19375 -1.8 2.5 -0.3
O 2.29913 -1.69445 0.64441 0.5 -0.6 0.0
H 1.09862 2.26562 -0.86221 -0.2 -0.8 0.3
H 2.45494 1.79712 -1.73421 0.2 -0.3 1.2
H 2.51135 2.61570 -0.12160 0.7 -0.7 0.4

No. 5
20
Properties=species:S:1:pos:R:3:forces:R:3 method="wB97M-V/def2-TZVPD" smiles="CC(N)=O.CCC" energy_ev=-8932.425 total_charge=0 fmax_ev_per_a=3.04 homo_ev=-9.8
C -1.58085 1.05380 1.08295 1.6 -1.9 1.6
C -0.73884 1.50715 -0.09179 -0.7 1.6 -1.8
N 0.60048 1.84892 0.08738 -0.8 -1.1 1.5
O -1.33787 1.72828 -1.16747 1.7 -0.8 2.0
H -1.79268 -0.08083 0.87420 -0.6 2.4 0.3
H -2.36075 1.81612 1.14792 -0.5 -0.9 -0.1
H -1.07544 1.00582 2.13440 -0.4 0.4 -1.9
H 1.16358 1.83490 -0.74273 0.1 0.2 -0.2
H 1.04737 1.50290 0.96404 -0.6 0.6 -1.4
C -0.27453 -2.15784 -0.29342 -2.1 0.4 -2.2
C 1.24082 -2.11956 -0.56828 -1.4 -1.6 1.9
C 1.77408 -1.34821 0.58979 0.4 1.6 1.7
H -0.93114 -2.79340 -1.02625 1.4 0.4 1.7
H -0.74460 -1.17666 -0.53389 0.6 -0.3 0.3
H -0.47629 -2.29844 0.81457 0.2 -0.4 -1.5
H 1.59681 -3.15448 -0.48311 0.0 0.0 0.3
H 1.74584 -1.84556 -1.47725 -0.9 0.8 -0.8
H 2.79337 -1.20194 0.35452 1.7 -0.1 0.7
H 1.45120 -0.29786 0.74760 -0.4 -0.7 -1.0
H 1.55829 -1.69126 1.63860 0.6 -0.7 -1.2

No. 6
18
Properties=species:S:1:pos:R:3:forces:R:3 method="wB97M-V/def2-TZVPD" smiles=CC[C@H]1C[C@H]1C energy_ev=-6413.879 total_charge=0 fmax_ev_per_a=3.30 homo_ev=-9.6
C 2.09173 0.99756 -0.50814 -3.1 0.5 -0.8
C 1.53451 -0.23446 0.16416 -1.8 -2.3 -0.2
C 0.03791 -0.80904 -0.54050 1.6 0.2 0.7
C -0.93295 -1.55793 0.34750 0.2 -0.1 0.1
C -1.37849 -0.26825 -0.28298 0.4 0.2 0.1
C -1.62264 0.96096 0.56598 0.1 0.0 0.1
H 2.60197 0.91919 -1.46513 0.2 -0.4 0.3
H 0.99468 1.01172 -0.71137 0.7 2.8 -1.5
H 2.32215 1.90944 0.03314 0.3 -0.4 0.4
H 1.26869 -0.04463 1.20444 0.3 -0.2 0.0
H 2.17840 -1.08081 0.02517 0.3 -0.7 0.6
H 0.16600 -1.24395 -1.54474 0.2 0.3 0.5
H -0.72337 -1.53429 1.41753 0.0 0.0 -0.2
H -1.37350 -2.49781 0.01499 0.2 0.2 0.0
H -2.10520 -0.37510 -1.09874 0.5 0.0 0.1
H -2.61588 0.93452 1.02947 0.1 0.0 -0.1
H -1.55633 1.88236 -0.02579 0.0 -0.2 0.1
H -0.88768 1.03051 1.37500 -0.1 0.0 -0.1

No. 7
15
Properties=species:S:1:pos:R:3:forces:R:3 method="wB97M-V/def2-TZVPD" smiles="O=C([O-])[C@@]1(Br)O[C@@H](Br)[C@H](Br)[C@H]1Br" energy_ev=-291547.222 total_charge=-1 fmax_ev_per_a=3.82 homo_ev=-5.1
O -3.26441 0.61027 0.19982 -1.7 0.0 -0.6
C -2.32958 0.53769 0.94623 2.3 0.0 -0.8
O -2.08342 0.41388 2.12519 0.1 0.0 0.9
C -0.84746 0.57320 0.01343 -1.0 -3.2 -0.9
Br -1.20166 1.34871 -1.78757 -0.1 0.3 -0.4
O 0.19904 1.21022 0.56495 1.3 0.7 0.3
C 1.35387 0.79273 -0.10975 0.9 -0.9 3.6
Br 2.92482 1.36754 0.89076 0.2 0.3 0.4
C 1.31630 -0.70696 -0.09898 -1.9 -0.5 -2.5
Br 2.51310 -1.48439 -1.50076 -0.5 0.3 1.1
C -0.18311 -0.95906 -0.42328 -0.7 1.7 2.6
Br -0.84008 -2.48498 0.64299 0.0 0.2 0.3
H 1.55731 1.21607 -1.00677 -0.2 1.3 -2.9
H 1.42897 -1.11089 0.87562 1.0 -0.4 0.7
H -0.54371 -1.32404 -1.33188 0.2 0.3 -1.8

No. 8
25
Properties=species:S:1:pos:R:3:forces:R:3 method="wB97M-V/def2-TZVPD" smiles="CC(C)(C)/[NH+]=[NH+]/CNN" energy_ev=-11382.654 total_charge=+2 fmax_ev_per_a=3.98 homo_ev="-19.2 / -17.6"
C 1.43634 2.20226 -0.45406 3.9 -0.4 -0.4
C 0.96619 0.97477 0.31776 1.5 -1.2 0.5
C 1.23177 0.87444 1.86864 0.3 1.0 -2.9
C 1.46655 -0.33773 -0.40868 -2.0 0.7 -1.2
N -0.38657 0.83389 0.00292 -2.6 1.3 0.5
N -1.23344 0.14004 0.66182 -2.4 -2.3 0.8
C -2.36177 -0.71717 -0.13936 -1.0 1.0 2.7
N -1.82107 -1.97007 -0.32396 1.4 -1.1 -2.2
N -1.08050 -2.31209 -1.45158 -1.5 -0.3 0.7
H 1.12820 2.22204 -1.50305 -0.3 -0.3 0.1
H 1.26040 3.19753 -0.04864 -0.1 -0.3 0.5
H 2.62930 2.05166 -0.56775 -2.7 0.7 0.4
H 0.44149 1.32772 2.37614 -1.0 1.1 1.2
H 2.16834 1.34504 2.00013 0.8 1.1 0.5
H 1.41567 -0.07776 2.23465 -0.1 -2.2 0.3
H 0.99396 -1.23978 -0.00167 0.7 0.2 0.5
H 0.94133 -0.26281 -1.39410 1.3 -0.2 0.2
H 2.51947 -0.30648 -0.49686 1.1 -0.4 -0.1
H -0.82415 1.54211 -0.63113 0.4 -0.8 0.2
H -1.07423 -0.37427 1.62226 0.7 1.7 -2.3
H -2.68437 -0.30923 -1.09255 0.1 0.7 0.3
H -3.15774 -0.75313 0.69933 0.9 0.0 -1.9
H -1.66092 -2.53423 0.48681 0.2 -0.7 0.4
H -0.73756 -3.27439 -1.38780 0.2 0.2 0.3
H -1.57671 -2.24236 -2.36927 0.2 0.6 0.9

Copy entry 8 word for word.
25
Properties=species:S:1:pos:R:3:forces:R:3 method="wB97M-V/def2-TZVPD" smiles="CC(C)(C)/[NH+]=[NH+]/CNN" energy_ev=-11382.654 total_charge=+2 fmax_ev_per_a=3.98 homo_ev="-19.2 / -17.6"
C 1.43634 2.20226 -0.45406 3.9 -0.4 -0.4
C 0.96619 0.97477 0.31776 1.5 -1.2 0.5
C 1.23177 0.87444 1.86864 0.3 1.0 -2.9
C 1.46655 -0.33773 -0.40868 -2.0 0.7 -1.2
N -0.38657 0.83389 0.00292 -2.6 1.3 0.5
N -1.23344 0.14004 0.66182 -2.4 -2.3 0.8
C -2.36177 -0.71717 -0.13936 -1.0 1.0 2.7
N -1.82107 -1.97007 -0.32396 1.4 -1.1 -2.2
N -1.08050 -2.31209 -1.45158 -1.5 -0.3 0.7
H 1.12820 2.22204 -1.50305 -0.3 -0.3 0.1
H 1.26040 3.19753 -0.04864 -0.1 -0.3 0.5
H 2.62930 2.05166 -0.56775 -2.7 0.7 0.4
H 0.44149 1.32772 2.37614 -1.0 1.1 1.2
H 2.16834 1.34504 2.00013 0.8 1.1 0.5
H 1.41567 -0.07776 2.23465 -0.1 -2.2 0.3
H 0.99396 -1.23978 -0.00167 0.7 0.2 0.5
H 0.94133 -0.26281 -1.39410 1.3 -0.2 0.2
H 2.51947 -0.30648 -0.49686 1.1 -0.4 -0.1
H -0.82415 1.54211 -0.63113 0.4 -0.8 0.2
H -1.07423 -0.37427 1.62226 0.7 1.7 -2.3
H -2.68437 -0.30923 -1.09255 0.1 0.7 0.3
H -3.15774 -0.75313 0.69933 0.9 0.0 -1.9
H -1.66092 -2.53423 0.48681 0.2 -0.7 0.4
H -0.73756 -3.27439 -1.38780 0.2 0.2 0.3
H -1.57671 -2.24236 -2.36927 0.2 0.6 0.9